No. 1
The following is a DFT calculation (ωB97M-V/def2-TZVPD) of C17H27N3S2Ti as an isolated structure at a distorted geometry.

Structure (XYZ):
```
50
Properties=species:S:1:pos:R:3:forces:R:3
Ti 0.08045 0.31402 -0.02511 3.1011 2.0618 0.6087
S 1.93842 -0.74291 -1.28358 0.6873 0.3256 -1.4060
S -0.19950 1.46622 2.11997 -0.3911 1.5006 0.5654
C 3.54427 -0.76098 -0.41277 -0.4579 0.0422 0.0709
C 2.11963 0.75246 -2.33804 0.1851 -0.4180 -0.0108
C 2.09711 2.05103 -1.56305 0.1829 0.1250 -0.1490
N 0.83674 2.23447 -0.80980 0.0604 -0.1266 0.1187
C 0.95191 3.24166 0.26773 0.0597 0.2740 0.0530
C -0.14833 3.11153 1.29720 -0.0769 -0.1484 0.4214
H 1.29766 0.69565 -3.04932 -0.0748 -0.0117 -0.1037
H 3.04363 0.66662 -2.90622 0.0495 0.0361 -0.0647
H 2.27471 2.88510 -2.24703 -0.0089 0.0186 0.0119
H 2.91137 2.06015 -0.84275 0.0923 0.0236 0.0850
H 0.95159 4.25731 -0.13670 0.0119 -0.0034 -0.0195
H 1.91718 3.09785 0.74635 0.1280 -0.0065 0.0385
H -1.13362 3.23164 0.85058 -0.1181 0.0334 -0.0291
H -0.04444 3.87839 2.06226 -0.0052 0.0840 0.0147
C 1.31761 1.53034 3.13887 -0.2172 -0.2219 -0.3347
H 0.12619 2.55262 -1.46189 -0.1261 0.1177 -0.1495
H 2.20823 1.64923 2.53138 0.1334 0.0684 -0.0447
H 1.37160 0.58356 3.66594 -0.0394 0.0000 0.1312
H 1.23891 2.33619 3.86219 -0.1208 0.0627 -0.0315
H 3.52821 -1.62758 0.23992 0.0607 -0.1095 -0.0263
H 3.69033 0.13079 0.18712 0.0719 0.1327 0.0527
H 4.35070 -0.87263 -1.13119 -0.0655 0.0004 -0.1269
C -3.81830 2.05921 -3.77309 0.2308 0.0973 0.0844
C -4.26935 0.89860 -3.32409 0.1943 -0.1717 0.2333
H -3.18647 2.12622 -4.64963 -0.0602 -0.0333 -0.0696
H -4.06086 2.99421 -3.28427 -0.0983 0.0046 -0.0122
H -4.02670 -0.03641 -3.81287 -0.0513 -0.0162 -0.1381
H -4.90118 0.83159 -2.44756 -0.1342 0.0643 -0.0109
N -1.61495 -0.38115 -0.72123 -2.7940 0.3111 -1.9408
C -1.64117 -1.65107 -0.03365 -0.7869 -1.9163 0.5019
C -2.69885 -2.53896 -0.26318 1.2630 0.8625 0.3769
C -2.74339 -3.77468 0.38957 0.9516 -0.6945 1.0344
C -1.73572 -4.14930 1.28655 -1.5557 0.1121 -1.1319
C -0.65686 -3.29048 1.54520 -0.2178 -0.1609 -0.0398
C 0.36941 -3.64456 2.43551 1.3843 0.9733 0.3760
C 1.44011 -2.76814 2.66311 -0.7356 -0.8064 -0.0664
C 1.48446 -1.53786 1.99863 -2.1103 -1.1740 -0.7391
N 0.47801 -1.21470 1.14729 1.3541 -1.1312 1.6835
C -0.58885 -2.04354 0.89761 -0.1701 0.3830 -0.3039
H -1.68914 -0.46066 -1.74592 0.1749 -0.5925 0.2963
H -2.44367 0.20307 -0.53831 0.0808 -0.4698 0.4426
H -3.49000 -2.27118 -0.95334 0.0472 0.0819 -0.0052
H -3.56810 -4.44893 0.19694 0.0528 0.0309 0.0236
H -1.79924 -5.11395 1.77491 0.0834 0.0624 0.0324
H 0.34507 -4.59852 2.94879 -0.0718 0.0353 -0.0613
H 2.23260 -3.04672 3.34513 -0.0246 0.0284 -0.0229
H 2.31261 -0.86483 2.15586 -0.1285 0.2590 -0.2189
```
Forces are in eV/Å.

Properties
net charge	+2
spin multiplicity	3
expectation value of S²	2.012
relative energy (zero: lowest compared OMol25 entry of this formula, charge and spin)	14.1	kcal per mole
orbital gap (spin up / spin down)	6.2 / 8.3	eV

Results of the natural (NBO) charge analysis, in e, for atoms 1 through 6: Ti 1.093; S 0.264; S 0.264; C -0.723; C -0.521; C -0.236



No. 2
The following is a DFT calculation (ωB97M-V/def2-TZVPD) of C5H16AgIO5 as an isolated structure at a distorted geometry.

Structure (XYZ):
```
28
Properties=species:S:1:pos:R:3:forces:R:3
Ag -0.33143 1.12943 -0.82397 -0.6088 1.0133 0.5495
I -0.71332 3.82030 0.02111 0.0412 -0.6396 -0.2310
C -1.24536 0.21775 -3.66796 0.2683 -0.0797 0.1743
O -1.83309 -0.13890 -2.41100 0.1030 -0.0854 -0.4087
H -0.68226 1.13931 -3.51832 -0.1415 0.0835 -0.0623
H -0.53426 -0.54749 -3.99589 -0.1500 -0.0369 -0.0506
H -2.00952 0.37287 -4.42600 0.0358 0.0738 -0.0943
H -2.64229 -0.61687 -2.60195 -0.1244 -0.0259 0.2544
C -1.60314 -0.70677 2.02270 -0.1528 -0.0942 0.1905
C -0.59104 -0.54601 3.13681 0.2312 0.1507 -0.2495
O -0.98672 0.48732 4.02576 0.0026 0.0039 0.0592
O -1.70509 0.48276 1.26710 -0.0037 -0.3124 -0.3042
H -2.58116 -1.00026 2.42509 0.0697 0.0959 0.0762
H -1.28559 -1.49875 1.34084 0.0605 0.0650 -0.0480
H 0.37634 -0.29729 2.67982 -0.0373 -0.0964 0.0621
H -0.47428 -1.46892 3.70580 -0.0919 -0.0225 0.0493
H -0.56122 1.30636 3.75505 -0.0212 0.0251 0.0376
H -1.89320 1.23125 1.84384 -0.0610 0.1286 -0.0107
C 2.10659 -1.05897 -0.56234 0.4604 -0.3221 0.2924
C 2.65500 0.35460 -0.67038 -0.1816 -0.3946 0.2834
O 1.94973 1.23170 0.20607 0.6768 -0.3041 -0.2545
O 0.73767 -1.02922 -0.89809 -0.3275 0.3625 -0.2510
H 2.22947 -1.42775 0.46585 0.0045 0.1046 -0.0205
H 2.66544 -1.74174 -1.21051 -0.0020 0.1190 -0.1261
H 2.51354 0.72095 -1.68695 0.0207 0.1149 0.0042
H 3.72086 0.32978 -0.43125 0.0360 0.0773 -0.1426
H 2.35994 1.14701 1.07098 -0.1774 0.1888 0.2151
H 0.35838 -1.89242 -1.06224 0.0706 -0.1929 0.0058
```
Forces are in eV/Å.

Properties
net charge	0
orbital gap	7.3	eV

Results of the natural (NBO) charge analysis, in e, for atoms 1 through 6: Ag 0.773; I -0.824; C -0.256; O -0.749; H 0.191; H 0.164



No. 3
The following is a DFT calculation (ωB97M-V/def2-TZVPD) of a 4-piece molecular cluster, C31H60O5 overall at a distorted geometry.

Structure (XYZ):
```
96
Properties=species:S:1:pos:R:3:forces:R:3
C 0.43484 3.59561 -15.25009 -0.2649 1.3249 0.2184
C -0.99054 3.45229 -14.38879 -0.2390 -0.3246 -1.2022
C -1.08536 2.02775 -13.57384 -0.4394 0.0980 -0.0200
C -1.31119 2.19353 -11.94507 1.0152 0.4368 -0.2754
C -0.86109 0.81587 -11.12363 -0.2530 -0.4452 -1.2431
C -2.06990 0.15894 -10.22995 -0.0754 0.0249 -0.4132
C -1.83399 0.20141 -8.60653 -0.3440 0.3988 0.0831
C -1.12300 -1.13416 -7.97408 0.3766 -0.1950 -0.5421
C -1.78152 -1.66830 -6.57005 -0.2201 -0.2745 -0.4582
C -0.87333 -1.29332 -5.22212 -1.3349 0.6640 -0.1464
C -0.78355 -2.55103 -4.17394 0.2836 -0.3276 -0.9578
C 0.49501 -2.43420 -3.10386 -1.7985 0.1203 -0.1686
C -0.19129 -1.97198 -1.66132 -0.6036 0.1211 -1.0051
C -0.70544 -3.29612 -0.86128 -1.0391 0.0098 -0.7570
C 0.33476 -3.98095 0.18123 -0.0427 -0.5478 0.5878
C 1.57392 -3.06839 0.71030 0.8686 -0.0885 0.2989
C 1.28196 -2.14453 2.02709 0.2187 -0.2816 1.1549
C 1.73806 -2.91093 3.44230 -2.0881 1.1834 -0.3923
C 0.89027 -1.98154 4.54431 -0.2899 -1.8269 1.7743
C 1.71645 -1.31459 5.79839 0.4168 0.2135 -0.3111
C 3.16559 -0.65809 5.36517 0.4572 -0.1361 0.8580
O -0.07782 -1.10281 3.80801 0.9679 -2.6262 -2.1481
C -0.23519 -1.77328 2.49336 -4.5816 0.0016 -1.0397
O -1.44487 -1.98043 1.97530 7.9422 1.4651 3.2247
H 1.04037 4.53406 -14.83937 -1.1455 -2.1225 -0.8214
H 0.18159 3.87057 -16.38045 0.6714 -0.8713 2.4300
H 1.11494 2.64629 -15.16679 -1.4277 1.8175 -0.2751
H -1.84027 3.43370 -15.21368 1.6434 0.1326 1.8072
H -1.19703 4.40684 -13.72833 0.5776 -2.0637 -1.1591
H -0.11128 1.40320 -13.84557 -2.0956 1.2384 0.8781
H -2.02274 1.44430 -13.98809 1.9772 0.9665 0.7751
H -0.65185 3.12687 -11.61725 -1.3293 -2.0145 -0.5056
H -2.42350 2.49173 -11.73684 2.0528 -0.7059 -0.3756
H 0.13251 0.97734 -10.52492 -2.0129 -0.2251 -0.9863
H -0.61099 0.02429 -11.97952 -0.3862 1.6803 1.8618
H -2.22682 -0.96125 -10.60524 0.2838 2.3530 1.0268
H -3.05977 0.75108 -10.52398 2.0583 -1.2992 0.8038
H -2.90957 0.37363 -8.11918 2.4233 -0.4409 -0.8547
H -1.14915 1.13118 -8.33463 -1.6110 -1.7755 -0.6125
H -1.15353 -1.99243 -8.79847 -0.0595 1.7621 1.8041
H 0.02259 -0.91027 -7.79704 -2.2658 -0.4558 -0.3586
H -2.88138 -1.22375 -6.50607 2.3580 -0.8897 0.0748
H -1.92596 -2.84021 -6.68027 0.4492 2.3770 0.4580
H -1.45340 -0.37956 -4.71835 1.4183 -1.9331 -0.8482
H 0.16435 -0.85861 -5.55908 -1.8599 -1.1758 0.6948
H -0.69264 -3.53395 -4.84384 -0.0257 2.0576 1.4650
H -1.81235 -2.64767 -3.61410 2.0657 0.2000 -0.9716
H 1.22616 -1.63459 -3.54559 -1.1444 -1.7091 0.9967
H 0.94211 -3.51462 -3.01943 -0.4583 2.2950 -0.0518
H -1.16970 -1.36338 -1.97516 2.1739 -1.2020 0.8013
H 0.46232 -1.22103 -1.04827 -1.1213 -1.6576 -0.9943
H -1.77043 -3.02283 -0.39540 2.6546 -0.7058 -0.5803
H -0.95277 -4.11792 -1.69166 0.5324 1.7761 1.7158
H 0.78773 -4.96878 -0.29955 -0.8779 2.2035 0.9357
H -0.26229 -4.34712 1.14498 1.2259 0.7846 -2.0898
H 2.07514 -2.36946 -0.09966 -1.3043 -1.5806 1.4260
H 2.43844 -3.82868 1.02906 -1.8658 1.6895 -0.6036
H 1.85656 -1.10077 2.00329 -1.3037 -2.2564 -0.1104
H 1.10072 -3.91730 3.47942 2.1362 1.7943 -0.2799
H 2.89802 -2.98254 3.60299 -2.5106 0.0080 -0.3124
H 0.20257 -2.78008 5.07160 1.1217 1.6658 -0.9208
H 1.08632 -0.51140 6.40117 1.1386 -1.7122 -1.5133
H 1.92460 -2.20030 6.56963 -0.5325 1.8007 -1.8475
H 3.49825 -0.90725 4.26891 -0.8073 0.4476 2.0781
H 3.97334 -1.12834 6.09883 -1.5526 1.1097 -1.6713
H 3.19360 0.50167 5.54247 -0.1587 -2.3845 -0.4248
C 1.75556 3.54874 6.14679 0.0785 -0.4314 -0.2714
C 2.30953 2.99734 7.43330 0.5633 -1.2480 0.2115
O 2.75562 1.85293 7.49795 -0.5687 1.2631 -0.0787
C 2.29674 3.90028 8.63761 0.1699 -0.3813 0.2605
H 1.82953 2.78659 5.36381 -0.0164 0.1468 0.1677
H 0.70358 3.81378 6.27870 0.1209 0.2086 0.0017
H 2.33293 4.42405 5.83858 -0.2104 0.0787 0.0818
H 1.26882 4.18100 8.88056 0.0803 0.2396 -0.1063
H 2.89816 4.79128 8.44044 -0.2240 0.0724 -0.0061
H 2.72670 3.36955 9.49375 -0.0566 0.0824 -0.2131
C 0.69601 -1.19182 9.68353 0.1348 0.3464 0.3503
C 0.05383 -2.07948 10.71587 0.0264 0.4303 1.5998
O 0.06187 -1.78072 11.90898 -0.0330 -0.3726 -1.5293
C -0.59869 -3.34673 10.23199 -0.1611 -0.1788 0.4509
H 1.12650 -0.31407 10.17710 -0.0795 -0.2100 -0.1137
H 1.49619 -1.73392 9.17349 -0.1631 0.0497 -0.1617
H -0.05471 -0.85546 8.96396 0.1328 -0.1556 -0.1350
H 0.14384 -3.98491 9.74636 -0.1325 0.0815 -0.1716
H -1.40707 -3.10645 9.53683 0.1710 -0.0885 -0.1336
H -1.02009 -3.88709 11.08635 0.1084 0.1441 -0.1808
C -1.64365 2.85703 10.42611 0.1868 -0.0025 -0.4563
C -1.31158 4.30416 10.67431 0.6082 0.8545 -1.0682
O -0.79566 4.99985 9.80099 -0.5899 -0.8498 1.0411
C -1.63528 4.86724 12.03225 0.1726 0.4776 -0.1057
H -1.35496 2.58868 9.40433 -0.0622 0.0782 0.2102
H -1.08987 2.22388 11.12379 -0.2207 -0.0208 0.0807
H -2.71904 2.69793 10.53899 0.1069 -0.0992 0.1813
H -1.08109 4.32365 12.80156 -0.2238 -0.0730 0.0136
H -2.71026 4.79771 12.21676 0.1040 -0.1627 0.1343
H -1.34105 5.92161 12.06751 -0.0610 -0.2467 -0.0378
```
Forces are in eV/Å.

Properties
net charge	0
orbital gap	10.2	eV

Results of the Mulliken charge analysis, in e, for atoms 1 through 6: C -0.813; C -0.362; C -0.666; C -0.575; C -0.578; C -0.637



Question: Look up the net charge of the first one.
Answer: +2



Question: net charge of number 2 (C5H16AgIO5)?
Answer: 0